Molecular formula: C47H47FeNP2
Method: DFT, ωB97M-V/def2-TZVPD

Atoms and positions in Å:
Fe (0.76347, -0.51288, 0.96973)
P (-1.34177, -1.48167, 0.82104)
P (0.74972, 1.30131, -0.27081)
N (2.17416, -0.26421, 2.40539)
C (-1.29551, -2.92547, -0.30671)
C (3.81822, 0.33973, -3.55850)
C (2.07563, 4.50285, 1.93275)
C (-2.68990, -0.57620, -5.17905)
C (3.68489, -1.41330, 0.89987)
C (-0.50088, -5.09990, -1.04095)
C (3.30948, -1.06483, 2.22442)
C (2.91613, 1.89597, -1.93842)
C (-4.12317, -0.49910, 3.63233)
C (3.20753, 1.98270, 5.18103)
C (-0.43325, -4.02592, -0.15096)
C (3.27070, 1.15399, 4.06337)
C (-1.89776, 0.70123, -5.55508)
C (4.03467, -1.60949, 3.31583)
C (0.85774, 0.83162, 4.14834)
C (0.81189, 1.62962, 5.29171)
C (-1.38546, 2.23552, -3.62783)
C (-2.88706, -1.52244, 1.81912)
C (-2.14371, -2.86916, -1.41701)
C (4.76826, -2.26644, 0.69369)
C (1.86841, 1.00182, -1.67051)
C (1.97880, 2.20631, 5.81099)
C (-3.17630, -0.65904, -3.75955)
C (1.15737, 5.49779, 1.58202)
C (2.00495, 3.24288, 1.34409)
C (-4.76693, -2.68156, 2.78558)
C (0.97311, 2.95472, 0.43095)
C (-1.74741, -0.00179, -0.17215)
C (0.12984, 5.21708, 0.67705)
C (-3.12027, -0.42568, 2.66074)
C (-3.93550, 1.73827, -3.67158)
C (-3.66280, 0.38785, -3.07578)
C (-1.38958, -5.06196, -2.12194)
C (5.47990, -2.79105, 1.78286)
C (3.88806, 1.56612, -2.88321)
C (2.09963, 0.54892, 3.53088)
C (-1.00827, 1.26930, -4.47904)
C (-2.18508, -3.92553, -2.32855)
C (-4.93206, -1.64076, 3.70524)
C (-3.74206, -2.63177, 1.83427)
C (5.11246, -2.46867, 3.09717)
C (-0.24226, -2.08456, 2.20114)
C (1.77679, -0.21475, -2.37521)
C (-2.78881, 2.78486, -3.58159)
C (0.02620, 3.94326, 0.12391)
C (2.76397, -0.54927, -3.30420)
C (-0.95942, 0.99204, -0.69619)
H (-2.91509, 3.48565, -4.42766)
H (-4.01294, 0.26617, -2.04710)
H (2.73089, 2.47547, 1.60347)
H (-3.61130, -3.44539, 1.11854)
H (-0.56733, -1.67270, 3.16848)
H (-2.82768, 0.08184, -0.36216)
H (0.02150, 0.88697, -4.47678)
H (-2.61684, 1.46527, -5.88883)
H (-0.44466, -3.16437, 2.20298)
H (4.58557, 0.07161, -4.28850)
H (-4.78994, 2.16392, -3.12019)
H (-0.05191, 0.38174, 3.74319)
H (-0.63931, 2.74273, -3.00060)
H (0.13366, -5.97393, -0.88592)
H (-0.14942, 1.79708, 5.77464)
H (2.86245, 4.72505, 2.65612)
H (-1.24930, 0.43879, -6.40753)
H (-3.26129, -1.68070, -3.37938)
H (-1.40217, 1.68819, -1.41688)
H (-5.42919, -3.54846, 2.82414)
H (4.12533, 2.43597, 5.56231)
H (4.23888, 0.93570, 3.61083)
H (-4.25147, 0.32972, 4.32980)
H (-2.85303, -3.86387, -3.18563)
H (3.15750, -0.96568, 0.04620)
H (-1.45711, -5.90765, -2.81075)
H (2.70949, -1.50516, -3.83310)
H (5.66329, -2.86750, 3.95197)
H (-0.59007, 5.98434, 0.39018)
H (6.32905, -3.45615, 1.60777)
H (-4.23064, 1.64035, -4.72717)
H (-2.51565, 0.47880, 2.56251)
H (3.75594, -1.34433, 4.33629)
H (-0.78924, 3.68975, -0.54670)
H (-2.07185, -1.46217, -5.40478)
H (0.28612, -4.06328, 0.66398)
H (-2.74965, -1.97841, -1.56844)
H (2.96644, 2.84052, -1.39735)
H (0.95390, -0.89987, -2.17295)
H (-3.56784, -0.63352, -5.84956)
H (1.23386, 6.49416, 2.00961)
H (4.70012, 2.26262, -3.09505)
H (-2.92119, 3.38505, -2.66443)
H (5.05861, -2.51610, -0.33314)
H (-5.68815, -1.70739, 4.48921)
H (1.93028, 2.83975, 6.69709)
H (0.86462, -1.98893, 2.14062)

Summary:
**2S+1**: 5
**Gap between HOMO and LUMO (spin up / spin down)**: 5.1 / 6.1 eV
**Charge**: 0
**Strongest force on any atom**: 2.9 eV Å⁻¹
**Lowest unoccupied orbital energy (spin up / spin down)**: 0.090 / -0.126 eV
**Calculated total energy**: -103950.3850 eV

Löwdin population analysis, charges in e, atoms 1 to 5:
1 Fe 0.335
2 P 0.880
3 P 0.957
4 N -0.086
5 C -0.295